1.
{
  "formula": "C14H14ClNO2",
  "method": "ωB97M-V/def2-TZVPD",
  "e_above_lowest_kcal_mol": 6.1,
  "gap_ev": 9.325,
  "total_charge": 0,
  "smiles": "Cc1occc1C(=O)NCCc1ccc(Cl)cc1",
  "species": ["C", "C", "O", "C", "C", "C", "C", "O", "N", "C", "C", "C", "C", "C", "C", "Cl", "C", "C", "H", "H", "H", "H", "H", "H", "H", "H", "H", "H", "H", "H", "H", "H"],
  "positions_angstrom": [[-1.133, -1.227, -2.167], [0.280, -0.782, -2.145], [0.768, -0.112, -3.203], [2.053, 0.192, -2.939], [2.410, -0.261, -1.712], [1.253, -0.907, -1.179], [1.058, -1.520, 0.143], [0.097, -2.215, 0.421], [2.046, -1.257, 1.046], [1.798, -1.430, 2.456], [1.317, -0.111, 3.100], [0.222, 0.468, 2.249], [-1.075, -0.021, 2.332], [-2.054, 0.409, 1.457], [-1.730, 1.338, 0.482], [-2.941, 1.861, -0.638], [-0.450, 1.854, 0.390], [0.517, 1.413, 1.275], [-1.351, -1.743, -1.237], [-1.796, -0.370, -2.279], [-1.304, -1.899, -3.007], [2.596, 0.725, -3.694], [3.379, -0.170, -1.265], [2.742, -0.574, 0.795], [1.017, -2.189, 2.538], [2.706, -1.786, 2.950], [2.152, 0.589, 3.163], [0.960, -0.320, 4.108], [-1.320, -0.762, 3.078], [-3.056, 0.015, 1.517], [-0.209, 2.580, -0.371], [1.519, 1.812, 1.197]]
}

=====

2.
{
  "formula": "C14H14CuN4O",
  "method": "ωB97M-V/def2-TZVPD",
  "gap_ev": 4.930,
  "total_charge": -1,
  "species": ["Cu", "C", "C", "N", "O", "H", "H", "H", "H", "H", "N", "C", "C", "C", "C", "N", "C", "C", "H", "H", "H", "H", "N", "C", "C", "C", "C", "C", "C", "H", "H", "H", "H", "H"],
  "positions_angstrom": [[-0.569, 0.107, -0.125], [-3.566, 2.071, -2.612], [-2.645, 1.827, -1.420], [-2.742, 2.501, -0.313], [-1.781, 0.898, -1.613], [-4.279, 2.878, -2.449], [-4.111, 1.153, -2.838], [-2.961, 2.303, -3.491], [-3.504, 3.168, -0.407], [-1.622, 1.126, 1.892], [3.685, -2.526, -5.459], [3.048, -2.114, -4.595], [2.251, -1.599, -3.515], [1.937, -2.417, -2.432], [1.174, -1.870, -1.414], [0.730, -0.611, -1.444], [1.018, 0.160, -2.497], [1.789, -0.287, -3.558], [2.276, -3.440, -2.373], [0.914, -2.446, -0.537], [0.583, 1.150, -2.484], [2.005, 0.370, -4.387], [-0.938, 0.395, 1.746], [-0.229, 0.125, 2.846], [0.819, -0.836, 2.833], [1.547, -1.145, 3.960], [1.296, -0.529, 5.184], [0.277, 0.420, 5.225], [-0.461, 0.741, 4.106], [1.041, -1.327, 1.890], [2.336, -1.887, 3.882], [1.873, -0.774, 6.066], [0.050, 0.927, 6.158], [-1.244, 1.489, 4.173]]
}

=====

3.
{
  "formula": "C14H14N2O3STi",
  "method": "ωB97M-V/def2-TZVPD",
  "gap_ev": [6.541, 6.195],
  "total_charge": 0,
  "species": ["C", "C", "C", "C", "C", "Ti", "N", "C", "C", "H", "H", "H", "H", "H", "H", "H", "H", "H", "H", "O", "S", "O", "N", "C", "O", "C", "C", "C", "C", "C", "C", "H", "H", "H", "H"],
  "positions_angstrom": [[-0.775, 0.743, -3.990], [0.516, 0.452, -3.492], [0.658, 1.082, -2.196], [-0.541, 1.779, -1.915], [-1.504, 1.490, -2.967], [-0.935, -0.506, -1.894], [-2.712, 0.164, -1.736], [0.783, -2.248, -2.319], [1.973, -1.715, -1.964], [1.544, 1.035, -1.564], [1.317, -0.097, -3.984], [-0.724, 2.356, -1.015], [-2.397, 2.063, -3.199], [-1.156, 0.456, -4.965], [2.709, -1.355, -2.687], [0.277, -2.992, -1.677], [-3.544, 0.128, -1.146], [2.306, -1.735, -0.927], [0.390, -2.215, -3.361], [1.093, 2.843, 1.791], [1.600, 1.494, 1.848], [3.001, 1.273, 2.078], [1.059, 0.602, 0.541], [0.105, -0.257, 0.831], [-0.570, -0.925, -0.065], [-0.179, -0.369, 2.258], [-1.094, -1.192, 2.931], [-1.173, -1.082, 4.322], [-0.356, -0.166, 5.017], [0.542, 0.664, 4.335], [0.602, 0.532, 2.953], [-1.704, -1.877, 2.352], [-1.873, -1.713, 4.878], [-0.423, -0.102, 6.101], [1.184, 1.390, 4.827]]
}

=====

4.
{
  "formula": "C14H14N2O7S3SbTi",
  "method": "ωB97M-V/def2-TZVPD",
  "e_above_lowest_kcal_mol": 17.0,
  "gap_ev": [4.292, 5.235],
  "total_charge": -2,
  "spin_multiplicity": 2,
  "species": ["Ti", "S", "Sb", "S", "S", "O", "C", "O", "C", "O", "O", "O", "C", "C", "C", "C", "N", "C", "C", "C", "C", "C", "C", "O", "C", "C", "N", "H", "H", "H", "H", "H", "H", "H", "H", "H", "H", "H", "H", "O", "H", "H"],
  "positions_angstrom": [[-0.079, 0.446, -0.038], [3.083, 2.427, -3.414], [0.947, 2.375, -2.526], [1.236, 2.416, -0.028], [0.514, -0.138, -2.208], [-3.717, 1.423, -1.426], [-2.749, 0.942, -0.881], [-1.625, 1.543, -0.629], [-2.754, -0.531, -0.347], [-3.780, -1.152, -0.171], [-1.551, -0.934, -0.069], [0.504, 0.304, 7.006], [-0.743, 0.437, 6.334], [-0.548, 0.503, 4.849], [-1.663, 0.861, 4.041], [-1.513, 0.874, 2.683], [-0.355, 0.581, 2.066], [0.730, 0.241, 2.824], [0.632, 0.195, 4.237], [1.908, -0.122, 2.108], [3.188, -0.087, 2.703], [4.286, -0.419, 1.955], [5.669, -0.396, 2.538], [5.966, -1.586, 3.285], [4.090, -0.808, 0.608], [2.826, -0.790, 0.079], [1.738, -0.445, 0.793], [0.324, 0.159, 7.940], [-1.262, 1.347, 6.664], [-1.393, -0.417, 6.572], [-2.621, 1.109, 4.480], [-2.332, 1.140, 2.024], [1.486, -0.106, 4.826], [3.296, 0.244, 3.727], [5.784, 0.439, 3.232], [6.402, -0.277, 1.733], [5.415, -2.285, 2.920], [4.927, -1.063, -0.028], [2.633, -1.003, -0.965], [0.042, -3.177, 0.719], [0.602, -2.899, -0.018], [-0.721, -2.577, 0.623]]
}

=====

5.
{
  "formula": "C14H14N4O2S2",
  "method": "ωB97M-V/def2-TZVPD",
  "e_above_lowest_kcal_mol": 3.6,
  "gap_ev": 8.827,
  "total_charge": 0,
  "smiles": "NS(=O)(=O)c1ccc(CCNc2ncnc3sccc23)cc1",
  "species": ["N", "S", "O", "O", "C", "C", "C", "C", "C", "C", "N", "C", "N", "C", "N", "C", "S", "C", "C", "C", "C", "C", "H", "H", "H", "H", "H", "H", "H", "H", "H", "H", "H", "H", "H", "H"],
  "positions_angstrom": [[-2.962, -2.074, -0.624], [-3.648, -0.862, 0.331], [-3.937, -1.414, 1.622], [-4.700, -0.259, -0.434], [-2.276, 0.262, 0.454], [-2.193, 1.329, -0.417], [-1.093, 2.167, -0.355], [-0.080, 1.936, 0.573], [1.182, 2.750, 0.542], [2.001, 2.404, -0.728], [1.786, 1.043, -1.166], [2.104, 0.003, -0.358], [3.012, 0.196, 0.596], [3.336, -0.830, 1.366], [2.842, -2.047, 1.329], [1.929, -2.248, 0.385], [1.085, -3.745, 0.145], [0.191, -3.044, -1.164], [0.502, -1.753, -1.409], [1.506, -1.269, -0.527], [-0.202, 0.868, 1.458], [-1.300, 0.028, 1.401], [-2.813, -2.917, -0.093], [-3.527, -2.254, -1.439], [-2.992, 1.485, -1.124], [-1.014, 3.004, -1.034], [0.959, 3.817, 0.542], [1.781, 2.516, 1.421], [3.064, 2.523, -0.513], [1.727, 3.058, -1.557], [0.978, 0.895, -1.751], [4.084, -0.638, 2.124], [-0.526, -3.651, -1.679], [0.036, -1.170, -2.183], [0.574, 0.690, 2.187], [-1.415, -0.803, 2.078]]
}

=====

6.
{
  "formula": "C14H15BrMnN5O2S5",
  "method": "ωB97M-V/def2-TZVPD",
  "e_above_lowest_kcal_mol": 0.0,
  "gap_ev": [4.579, 5.979],
  "total_charge": 0,
  "spin_multiplicity": 5,
  "species": ["Mn", "C", "N", "C", "C", "N", "N", "C", "N", "N", "H", "H", "H", "H", "H", "H", "H", "H", "H", "H", "H", "S", "C", "S", "C", "C", "S", "S", "S", "Br", "C", "C", "C", "C", "C", "C", "C", "O", "O", "H", "H", "H", "H"],
  "positions_angstrom": [[11.303, 14.112, 5.846], [16.245, 16.030, 7.711], [15.081, 15.172, 7.467], [15.423, 13.780, 7.683], [13.990, 15.414, 6.783], [13.332, 14.453, 6.148], [13.435, 16.699, 6.715], [12.094, 17.024, 6.347], [11.769, 18.325, 6.668], [11.230, 16.209, 5.826], [16.554, 15.932, 8.748], [15.994, 17.078, 7.504], [17.050, 15.577, 7.045], [15.757, 13.162, 6.811], [14.584, 13.235, 8.086], [16.271, 13.751, 8.336], [13.733, 13.509, 6.086], [13.908, 17.442, 7.184], [12.548, 18.885, 6.922], [10.822, 18.691, 6.667], [10.413, 16.646, 5.446], [4.377, 14.090, 7.114], [5.988, 13.807, 6.913], [7.226, 13.536, 8.074], [8.579, 13.385, 6.945], [8.303, 13.552, 5.604], [9.403, 14.160, 4.459], [6.626, 13.504, 5.223], [10.033, 13.256, 7.739], [14.737, 8.983, 4.935], [12.938, 9.054, 5.523], [12.403, 7.840, 5.962], [11.052, 7.735, 6.315], [10.241, 8.834, 6.208], [10.741, 10.048, 5.785], [12.177, 10.241, 5.644], [12.751, 11.575, 5.430], [13.951, 11.763, 5.736], [11.945, 12.492, 4.949], [12.985, 6.942, 5.924], [10.641, 6.789, 6.539], [9.164, 8.845, 6.469], [10.155, 10.954, 5.754]]
}

=====

What did we get for max |F|? Answer: 1.15 0.67 4.77 2.04 0.84 3.83 eV/A, in the order shown.